Record 1
C4H12O3 | wB97M-V/def2-TZVPD

calculated total energy: -385.2461 Ha
LUMO: 0.0206 Ha
orbital gap: 8.427 eV
energy above the lowest of the compared OMol25 structures with the same formula, charge and spin: 47.47 kcal per mole

ORCA input file:
```
! RIJCOSX wB97M-V def2-TZVPD def2/J DEFGRID3
* xyz 0 1
H 0.44429 0.43938 -0.87579
O -0.16470 0.02968 -1.42060
O 2.02567 3.10704 -0.64603
H -0.40319 -2.67097 -1.53168
C -0.77750 1.02926 1.13704
C -1.22311 -2.16048 -1.07203
H -1.24977 1.51684 1.99116
H -2.15019 -0.88048 1.18587
H -2.06721 -2.13059 -1.88820
H -0.64431 1.73522 0.24942
H -1.88645 -2.63946 -0.21806
C -0.84100 -0.76602 -0.62239
H 2.44753 3.91265 -0.37435
H 0.83843 -1.46595 1.05622
H 0.32942 0.83159 1.36396
H 2.32613 -1.17148 1.16117
O 1.59283 -0.90203 0.66078
C -1.28687 -0.31085 0.63509
H 2.69000 2.49665 -0.79157
*
```

=====

Record 2
C4H12O4 | wB97M-V/def2-TZVPD

calculated total energy: -460.5014 Ha
LUMO: 0.0173 Ha
orbital gap: 10.160 eV
energy above the lowest of the compared OMol25 structures with the same formula, charge and spin: 51.00 kcal per mole

ORCA input file:
```
! RIJCOSX wB97M-V def2-TZVPD def2/J DEFGRID3
* xyz 0 1
H -0.46457 0.14124 0.17565
H -0.70846 -2.34851 -0.64288
H 0.50314 0.69664 -2.25416
H 2.44583 1.05146 -0.04421
H -2.85253 -0.75126 0.86616
H 1.05191 -0.87032 0.40487
C 0.55433 -0.04547 -0.14442
C 1.12228 1.85983 1.36676
O -0.22523 1.84003 1.65315
H 1.87115 1.36723 1.98584
O -2.47930 0.12690 0.99671
H 1.23687 2.08366 -0.76771
H 1.32985 2.99178 1.36300
H -2.81944 0.71050 0.30884
O -0.44685 -3.26904 -0.47834
H -0.44370 1.18977 2.33524
C 0.39555 -0.16962 -1.63007
C 1.37094 1.26756 -0.08581
O 0.41414 -1.27669 -2.14186
H -0.03093 -3.52778 -1.30879
*
```

=====

Record 3
C4H12O4 | wB97M-V/def2-TZVPD

calculated total energy: -460.4299 Ha
LUMO: -0.1023 Ha
orbital gap: 6.158 eV
energy above the lowest of the compared OMol25 structures with the same formula, charge and spin: 95.84 kcal per mole

ORCA input file:
```
! RIJCOSX wB97M-V def2-TZVPD def2/J DEFGRID3
* xyz 0 1
H -4.23745 0.15721 0.56114
O 2.44484 1.26958 0.75548
C -0.44895 -1.05549 0.56969
H -2.88447 -0.37082 -1.63689
H -2.65350 0.70086 1.29277
O 2.69576 -0.90686 -0.31136
C -3.23493 0.54455 0.38543
H 2.68294 0.25608 0.24034
O 0.44216 -2.00451 0.41616
H 1.29649 -1.52508 0.03790
H -3.42057 1.57738 0.03273
H -0.28184 -0.41903 1.43731
H 3.04769 1.90492 0.35723
O 0.40609 2.53068 -0.78679
C -1.38676 -0.99278 -0.46039
H -1.28869 -1.78340 -1.19551
H 1.00707 1.97407 -0.23152
H 3.49039 -1.37373 -0.04412
C -2.48218 -0.17355 -0.64790
H -0.28132 1.88069 -0.92512
*
```

=====

Record 4
C4H12O4S2 | wB97M-V/def2-TZVPD

calculated total energy: -1256.9440 Ha
LUMO: 0.0162 Ha
orbital gap: 8.954 eV
energy above the lowest of the compared OMol25 structures with the same formula, charge and spin: 9.43 kcal per mole

ORCA input file:
```
! RIJCOSX wB97M-V def2-TZVPD def2/J DEFGRID3
* xyz 0 1
H -0.52920 0.79507 1.67683
C 0.10426 -2.00630 -1.55279
H -0.82525 -1.60596 -1.13594
S 1.59034 -1.27189 -0.73344
C 0.96750 1.91366 0.48299
H 0.93172 0.96443 2.48661
H -2.60406 0.16872 1.94831
H 0.06400 -3.03468 -1.18477
H 0.92803 2.85873 1.00777
H -4.08892 -1.16917 -0.39994
S 1.31351 -0.80292 1.15192
C 0.54578 0.81539 1.46609
C 0.17759 1.80886 -0.82452
H -2.61462 -1.39893 1.93048
O -3.19854 -0.82805 -0.26517
O -2.73176 -0.61306 2.48193
O -0.81487 1.16479 -1.00996
H 2.04331 1.79069 0.32640
H 0.25736 2.57157 -2.59908
H -2.93556 -0.13026 -0.86987
O 0.76343 2.54186 -1.78767
H 0.37674 -2.07880 -2.59188
*
```

=====

Record 5
C4H12OS | wB97M-V/def2-TZVPD

calculated total energy: -632.9442 Ha
LUMO: 0.0344 Ha
orbital gap: 9.923 eV
energy above the lowest of the compared OMol25 structures with the same formula, charge and spin: 52.02 kcal per mole

ORCA input file:
```
! RIJCOSX wB97M-V def2-TZVPD def2/J DEFGRID3
* xyz 0 1
C -3.11008 -2.22829 -2.41157
H 3.99115 1.89159 4.34913
H 2.20590 2.30897 4.30305
H -3.87019 -3.20912 -4.24244
H -2.77528 -1.65356 -4.43418
S -2.42634 -3.81812 -1.64225
H -2.37246 -1.50460 -2.24236
C 3.20508 2.76356 2.51655
H -3.20100 -4.66772 -2.22309
C 3.02081 1.79472 3.73884
C -3.56656 -2.23551 -3.86812
H 2.62101 0.84163 3.42196
H -3.90827 -1.82080 -1.59641
H 2.54058 3.78611 2.79236
O 4.51273 3.17063 2.40177
H -4.41460 -1.57544 -3.93148
H 4.64476 3.67707 1.52871
H 2.90277 2.47886 1.53953
*
```

=====

Record 6
C4H12OS | wB97M-V/def2-TZVPD

calculated total energy: -632.9876 Ha
LUMO: 0.0301 Ha
orbital gap: 9.742 eV
energy above the lowest of the compared OMol25 structures with the same formula, charge and spin: 24.77 kcal per mole

ORCA input file:
```
! RIJCOSX wB97M-V def2-TZVPD def2/J DEFGRID3
* xyz 0 1
H -1.43900 1.59166 -0.80947
C -0.01886 0.02167 2.76168
C -0.07102 -0.98009 0.15315
H 0.01003 -1.96428 0.65511
C 0.55449 0.23561 -1.98138
H 0.63530 0.36416 3.57307
O -1.31297 2.42798 -0.44686
H 1.21802 0.27467 -2.89081
H -0.31343 0.39167 -2.60873
H 1.50051 -1.46816 -1.27672
S 1.04424 0.05658 1.21106
H 0.85429 1.06628 -1.24356
H -1.12321 -0.61200 0.15399
H -0.69197 2.14377 0.26683
H -1.05539 0.43289 2.57854
C 0.48382 -1.12398 -1.32933
H -0.13041 -1.84365 -1.82249
H -0.14446 -1.01476 3.05593
*
```

=====

Record 7
C4H12OS | wB97M-V/def2-TZVPD

calculated total energy: -632.9903 Ha
LUMO: 0.0266 Ha
orbital gap: 8.976 eV
energy above the lowest of the compared OMol25 structures with the same formula, charge and spin: 23.09 kcal per mole

ORCA input file:
```
! RIJCOSX wB97M-V def2-TZVPD def2/J DEFGRID3
* xyz 0 1
H 0.05039 -0.56014 -2.16571
H -0.83850 -2.12217 -2.12614
S 0.43119 0.29528 1.61061
C -0.00409 -1.54952 -1.73216
O -1.94094 1.75229 -1.40874
H 1.97034 -0.66263 -0.06691
C 0.21257 1.72048 0.44360
C 1.13302 -1.04041 0.52490
H 0.50446 1.40135 -0.54655
H 0.90698 2.52369 0.70576
H -0.81892 2.02738 0.50580
H 0.28220 -2.96223 -0.15118
H 1.62055 -1.57795 1.33683
H -1.71534 0.95679 -1.92313
C 0.16227 -1.88954 -0.23775
H -2.07958 2.52374 -1.96620
H -0.81604 -1.81287 0.26727
H 0.82803 -2.08017 -2.20853
*
```

=====

Record 8
C4H12OS2 | wB97M-V/def2-TZVPD

calculated total energy: -1031.2089 Ha
LUMO: 0.0181 Ha
orbital gap: 9.290 eV
energy above the lowest of the compared OMol25 structures with the same formula, charge and spin: 5.61 kcal per mole

ORCA input file:
```
! RIJCOSX wB97M-V def2-TZVPD def2/J DEFGRID3
* xyz 0 1
H 1.48838 -1.68381 -1.41097
H -0.01409 -0.92233 0.43649
C -0.97933 0.83649 -2.18343
S 0.13617 1.49794 -0.92038
H 2.87810 -1.31181 -0.31977
O -4.24295 1.76775 1.13573
H -1.26427 1.62511 -2.87526
H -0.60376 -0.02434 -2.74082
H -1.89544 0.57247 -1.64744
H 0.99931 -2.26491 0.97920
C 1.52947 -0.38785 1.82834
H 1.37373 0.66823 1.66086
S 1.95031 0.62211 -1.29507
H 2.59031 -0.56517 1.96935
C 1.84754 -1.09289 -0.58769
C 1.00435 -1.23025 0.65650
H -3.87674 1.07289 0.56011
H 1.02403 -0.70957 2.73189
H -3.94508 1.52994 2.02235
*
```

=====

Record 9
C4H12OSSi | wB97M-V/def2-TZVPD

calculated total energy: -922.3733 Ha
LUMO (spin up / spin down): 0.0010 / 0.0225 Ha
orbital gap (spin up / spin down): 6.982 / 7.531 eV
energy above the lowest of the compared OMol25 structures with the same formula, charge and spin: 114.74 kcal per mole

ORCA input file:
```
! RIJCOSX wB97M-V def2-TZVPD def2/J DEFGRID3
* xyz 0 1
C -2.65459 -1.48167 -0.27825
C -0.31522 1.81616 -0.24158
H -0.10353 2.87781 -0.25205
C 3.60696 0.48442 -0.39712
H -2.85418 -0.63299 1.64802
H -3.35254 -2.36297 1.46489
H 0.62052 1.49178 -0.61157
C -2.52203 -1.58336 1.22744
H -1.19727 0.81401 -2.52800
Si -1.66841 0.96358 -1.21872
O -2.24189 -0.48232 -0.95500
H 3.60667 1.42279 0.07564
H -0.49596 1.32527 0.72400
S 4.24110 -0.88127 0.76535
H -1.54951 -1.74506 1.45185
H 2.50500 0.18755 -0.61922
H 4.30178 0.49668 -1.18470
H -3.32276 -2.16165 -0.84849
H 3.39587 -0.54876 1.77752
*
```

=====

Record 10
C4H12P2 | wB97M-V/def2-TZVPD

calculated total energy: -842.1111 Ha
LUMO: -0.0253 Ha
orbital gap: 7.951 eV
energy above the lowest of the compared OMol25 structures with the same formula, charge and spin: 108.55 kcal per mole

ORCA input file:
```
! RIJCOSX wB97M-V def2-TZVPD def2/J DEFGRID3
* xyz 0 1
H 0.53434 -0.08470 -2.20902
H -1.98588 -1.10933 1.39574
H 2.15212 0.56610 -2.99534
H -0.29194 2.54373 1.90620
C -0.54536 -2.18654 0.42760
H 2.33901 2.11376 -0.47298
H -2.09139 1.76226 1.23342
P 1.15141 1.98284 -1.19180
H -1.14542 -3.03587 0.71655
H 2.21195 -0.13164 -1.43021
C 1.52513 0.43809 -2.15192
H 0.40371 -2.72487 0.46923
H -0.68386 -1.30678 2.40701
C -0.94446 -1.03938 1.42786
H -0.78582 -1.86692 -0.51954
P -0.98459 2.64992 0.68270
H -0.51102 -0.19274 1.00577
C -0.34792 1.62208 -0.70129
*
```

=====

Record 11
C4H12S | wB97M-V/def2-TZVPD

calculated total energy: -557.7127 Ha
LUMO: 0.0316 Ha
orbital gap: 9.136 eV
energy above the lowest of the compared OMol25 structures with the same formula, charge and spin: 36.19 kcal per mole

ORCA input file:
```
! RIJCOSX wB97M-V def2-TZVPD def2/J DEFGRID3
* xyz 0 1
H -2.44805 -3.41318 -1.63062
H -4.05556 -4.41199 0.42894
S 2.04063 2.07646 0.47628
C -3.06890 -3.76280 0.36198
H 1.20135 0.13020 -0.67172
H 0.30965 2.28230 -1.20546
H -3.87492 -2.99573 -1.46171
H -2.85169 -1.84358 -0.89162
H -3.19000 -3.32326 1.36007
H 2.04948 -0.22269 0.91914
C 0.51528 2.62213 -0.22841
C 2.06541 0.40357 0.01026
C -2.96480 -2.88246 -0.90534
H 0.41461 3.76536 -0.34621
H -0.35046 2.52884 0.53456
H -2.17867 -4.38610 0.42221
H 3.04221 0.38377 -0.50906
*
```

=====

Record 12
C4H12S | wB97M-V/def2-TZVPD

calculated total energy: -557.7684 Ha
LUMO: 0.0364 Ha
orbital gap: 10.033 eV
energy above the lowest of the compared OMol25 structures with the same formula, charge and spin: 1.24 kcal per mole

ORCA input file:
```
! RIJCOSX wB97M-V def2-TZVPD def2/J DEFGRID3
* xyz 0 1
H 2.93340 -0.30359 1.23613
C 1.84756 -0.41805 1.32990
H 1.40852 0.57406 1.19790
C -1.45765 1.43751 -0.41250
H 0.25860 -1.44677 0.30710
H -1.96117 -0.65792 -0.57276
C -2.42310 0.30680 -0.77656
H 1.66953 -2.39042 0.56495
S 1.88707 -1.02477 -1.38578
H 2.42120 0.17799 -1.12900
H 1.62673 -0.74569 2.34134
H -3.35076 0.40422 -0.22729
H -1.78021 2.41169 -0.78772
C 1.34148 -1.40051 0.27464
H -2.60967 0.29171 -1.85275
H -0.45123 1.26875 -0.77981
H -1.36032 1.51500 0.67220
*
```